(one)
ORCA calculation (ωB97M-V/def2-TZVPD) on the molecule C20H24N2O5S.

Its SMILES is CC(C)CN(C(=O)COC(=O)c1ccc2ccccc2n1)[C@H]1CCS(=O)(=O)C1. The calculation puts the highest occupied orbital energy at -8.9 eV. As for the LUMO energy: 0.0 eV. The orbital gap is 8.9 eV.

Each line ends with the natural charge from an NBO analysis.
Positions of all 52 atoms, in Å:
1 C -3.910 -3.155 -0.897  -0.606
2 H -3.837 -3.109 -1.981  0.208
3 H -4.876 -2.750 -0.603  0.217
4 H -3.863 -4.198 -0.595  0.215
5 C -2.777 -2.364 -0.244  -0.223
6 C -2.826 -2.513 1.273  -0.615
7 H -2.581 -3.535 1.550  0.222
8 H -2.109 -1.852 1.755  0.216
9 H -3.825 -2.300 1.649  0.198
10 H -1.830 -2.780 -0.596  0.194
11 C -2.903 -0.895 -0.706  -0.254
12 N -2.125 0.089 0.027  -0.447
13 C -0.777 0.218 -0.061  0.670
14 O -0.172 1.124 0.477  -0.626
15 C -0.013 -0.825 -0.879  -0.184
16 H -0.052 -1.793 -0.368  0.234
17 H -0.391 -0.904 -1.899  0.213
18 O 1.335 -0.408 -0.973  -0.492
19 C 2.092 -0.671 0.110  0.779
20 O 1.733 -1.367 1.020  -0.561
21 C 3.414 0.015 0.000  0.105
22 N 4.479 -0.675 0.311  -0.389
23 C 5.680 -0.073 0.244  0.222
24 C 6.831 -0.822 0.570  -0.207
25 C 8.067 -0.241 0.517  -0.204
26 C 8.210 1.104 0.136  -0.206
27 C 7.114 1.855 -0.187  -0.176
28 C 5.825 1.290 -0.143  -0.119
29 C 4.651 2.004 -0.461  -0.140
30 C 3.441 1.371 -0.396  -0.226
31 H 2.513 1.874 -0.617  0.241
32 H 4.725 3.043 -0.752  0.216
33 H 7.219 2.891 -0.480  0.211
34 H 9.197 1.541 0.101  0.216
35 H 8.948 -0.813 0.768  0.217
36 H 6.696 -1.851 0.862  0.228
37 C -2.779 1.171 0.765  -0.053
38 C -4.086 0.799 1.427  -0.675
39 H -4.269 1.409 2.306  0.265
40 H -4.179 -0.251 1.673  0.262
41 S -5.386 1.254 0.217  2.145
42 O -5.949 0.070 -0.383  -0.950
43 O -6.303 2.179 0.818  -0.935
44 C -4.299 2.120 -0.971  -0.656
45 C -3.063 2.390 -0.143  -0.424
46 H -2.187 2.596 -0.758  0.241
47 H -3.240 3.255 0.498  0.225
48 H -4.124 1.458 -1.813  0.239
49 H -4.807 3.022 -1.295  0.260
50 H -2.041 1.479 1.517  0.265
51 H -3.953 -0.624 -0.622  0.247
52 H -2.636 -0.849 -1.768  0.199

***

(two)
ORCA calculation (ωB97M-V/def2-TZVPD) on the molecule C20H24N2O5S.

Its SMILES is CCCc1cc2c(cc1NS(=O)(=O)c1ccc(CCNC(C)=O)cc1)OCO2. The calculation puts the highest occupied orbital energy at -8.1 eV. As for the LUMO energy: 0.5 eV. The orbital gap is 8.6 eV.

Each line ends with the natural charge from an NBO analysis.
Positions of all 52 atoms, in Å:
1 C 1.386 1.928 0.155  -0.608
2 C -0.035 1.970 -0.393  -0.399
3 H -0.147 2.841 -1.040  0.198
4 H -0.752 2.067 0.422  0.227
5 C -0.366 0.706 -1.195  -0.421
6 C -1.754 0.765 -1.767  -0.019
7 C -1.984 1.620 -2.851  -0.243
8 C -3.243 1.678 -3.387  0.233
9 C -4.282 0.898 -2.879  0.294
10 C -4.084 0.055 -1.818  -0.284
11 C -2.799 -0.003 -1.260  0.122
12 N -2.577 -0.877 -0.172  -0.863
13 H -3.264 -1.619 -0.142  0.413
14 S -2.537 -0.209 1.391  2.298
15 O -3.448 -0.990 2.177  -0.934
16 O -2.715 1.211 1.335  -0.927
17 C -0.881 -0.572 1.958  -0.355
18 C -0.253 -1.737 1.561  -0.126
19 C 1.025 -2.005 2.022  -0.241
20 C 1.667 -1.124 2.887  0.015
21 C 1.003 0.029 3.295  -0.224
22 C -0.272 0.306 2.832  -0.174
23 H -0.799 1.201 3.123  0.242
24 H 1.489 0.713 3.974  0.220
25 C 3.086 -1.376 3.300  -0.430
26 H 3.259 -1.031 4.319  0.219
27 H 3.313 -2.440 3.244  0.228
28 C 4.053 -0.628 2.359  -0.214
29 N 3.847 -0.977 0.974  -0.630
30 C 4.384 -2.097 0.429  0.678
31 O 5.146 -2.818 1.034  -0.623
32 C 3.960 -2.328 -1.007  -0.714
33 H 4.305 -1.505 -1.629  0.230
34 H 2.876 -2.388 -1.077  0.222
35 H 4.399 -3.254 -1.366  0.241
36 H 3.134 -0.477 0.467  0.401
37 H 5.078 -0.905 2.617  0.232
38 H 3.928 0.452 2.466  0.199
39 H 1.533 -2.906 1.710  0.222
40 H -0.760 -2.412 0.891  0.227
41 H -4.888 -0.543 -1.421  0.225
42 O -5.422 1.131 -3.600  -0.486
43 C -5.075 2.101 -4.565  0.236
44 O -3.706 2.421 -4.442  -0.476
45 H -5.270 1.702 -5.574  0.159
46 H -5.681 3.008 -4.410  0.158
47 H -1.183 2.215 -3.260  0.224
48 H 0.350 0.611 -2.017  0.207
49 H -0.271 -0.170 -0.553  0.217
50 H 1.607 2.838 0.708  0.215
51 H 2.108 1.838 -0.656  0.197
52 H 1.507 1.083 0.830  0.193

***

Most stable one: (one), least stable one: (two).

***

(one)
ORCA calculation (ωB97M-V/def2-TZVPD) on the molecule C5H6O3.

Its SMILES is O=C1C[C@@]2(O)C[C@@H]2O1. The calculation puts the highest occupied orbital energy at -9.2 eV. As for the LUMO energy: 0.5 eV. The orbital gap is 9.7 eV.

Each line ends with the natural charge from an NBO analysis.
Positions of all 14 atoms, in Å:
1 C 0.365 0.587 0.935  0.121
2 C 0.142 2.065 0.577  -0.379
3 C 0.037 1.065 -0.560  0.062
4 C -0.021 -1.053 -0.731  0.810
5 C 0.899 -0.693 0.473  -0.536
6 H -0.824 -0.005 2.336  0.486
7 H -0.688 2.283 1.214  0.255
8 H 1.017 2.784 0.517  0.253
9 H 0.879 1.353 -1.327  0.194
10 H 1.090 -1.367 1.392  0.239
11 H 1.832 -0.774 0.004  0.239
12 O -0.900 0.114 1.337  -0.728
13 O -0.705 0.001 -1.012  -0.450
14 O 0.126 -2.127 -1.362  -0.567

***

(two)
ORCA calculation (ωB97M-V/def2-TZVPD) on the molecule C5H6O3.

Its SMILES is O=C1CC(O)CC1=O. The calculation puts the highest occupied orbital energy at -9.4 eV. As for the LUMO energy: -0.4 eV. The orbital gap is 9.0 eV.

Each line ends with the natural charge from an NBO analysis.
Positions of all 14 atoms, in Å:
1 C 0.194 -0.349 -0.822  0.111
2 C -1.191 -0.042 -0.192  -0.557
3 C -0.929 0.008 1.316  0.495
4 C 0.624 0.163 1.488  0.488
5 C 1.229 0.281 0.112  -0.547
6 H -0.254 -0.364 -2.676  0.471
7 H 0.314 -1.452 -0.893  0.164
8 H -1.445 1.015 -0.474  0.249
9 H -2.030 -0.683 -0.475  0.243
10 H 1.399 1.318 -0.132  0.254
11 H 2.190 -0.189 0.070  0.247
12 O 0.366 0.149 -2.107  -0.700
13 O -1.666 -0.040 2.245  -0.457
14 O 1.200 0.184 2.540  -0.461

***

(three)
ORCA calculation (ωB97M-V/def2-TZVPD) on the molecule C5H6O3.

Its SMILES is C1=C2OCO[C@H]2OC1. The calculation puts the highest occupied orbital energy at -9.6 eV. As for the LUMO energy: 0.9 eV. The orbital gap is 10.5 eV.

Each line ends with the natural charge from an NBO analysis.
Positions of all 14 atoms, in Å:
1 C 2.028 -0.060 0.296  0.185
2 C -0.131 -0.686 -0.517  0.309
3 C -2.024 0.261 0.167  -0.118
4 C -0.891 1.198 0.365  -0.219
5 C 0.014 0.642 -0.379  0.196
6 H 2.335 0.226 1.475  0.195
7 H 2.835 -0.568 -0.356  0.190
8 H -0.059 -1.077 -1.625  0.174
9 H -2.385 0.169 1.151  0.193
10 H -2.858 0.420 -0.574  0.205
11 H -0.855 2.307 0.913  0.253
12 O 0.940 -1.089 0.505  -0.558
13 O -1.357 -1.115 -0.073  -0.494
14 O 1.294 1.003 -0.504  -0.512

***

Most stable one: (two), least stable one: (one).

***

(one)
ORCA calculation (ωB97M-V/def2-TZVPD) on a cluster of 2 separate species, C5H6O3 in total.

The calculation puts the highest occupied orbital energy at -8.1 eV. As for the LUMO energy: 0.6 eV. The orbital gap is 8.7 eV.

Each line ends with the natural charge from an NBO analysis.
Positions of all 14 atoms, in Å:
1 C 2.315 1.616 -0.994  -0.179
2 C 1.253 1.764 -0.483  -0.132
3 C 0.109 -0.547 -0.084  0.784
4 C -1.716 -2.089 -0.090  -0.284
5 C 0.134 1.602 0.228  0.032
6 O 1.096 -1.211 -0.147  -0.582
7 O 0.099 1.730 1.559  -0.657
8 O -1.206 -0.781 -0.115  -0.523
9 H 3.177 1.191 -1.513  0.248
10 H -1.870 -2.246 1.010  0.190
11 H -0.929 -2.820 -0.353  0.204
12 H -2.657 -2.023 -0.692  0.210
13 H -0.848 2.029 -0.129  0.210
14 H 1.042 1.784 1.802  0.478

***

(two)
ORCA calculation (ωB97M-V/def2-TZVPD) on the molecule C5H6O3.

Its SMILES is O=C1CC[C@H](O)C1=O. The calculation puts the highest occupied orbital energy at -9.7 eV. As for the LUMO energy: -0.7 eV. The orbital gap is 9.0 eV.

Each line ends with the natural charge from an NBO analysis.
Positions of all 14 atoms, in Å:
1 C -1.033 0.256 -0.323  -0.006
2 C -0.491 1.462 0.478  -0.426
3 C 0.995 1.467 -0.036  -0.543
4 C 1.311 -0.064 -0.121  0.495
5 C -0.039 -0.768 0.065  0.441
6 H -2.420 -1.007 0.229  0.487
7 H -0.712 0.550 -1.380  0.200
8 H -0.642 1.377 1.612  0.227
9 H -1.188 2.294 0.111  0.238
10 H 1.009 2.082 -0.977  0.247
11 H 1.805 1.938 0.526  0.257
12 O -2.472 -0.109 -0.215  -0.694
13 O 2.365 -0.612 -0.131  -0.447
14 O -0.182 -1.949 0.284  -0.476

***

Most stable one: (two), least stable one: (one).

***

(one)
ORCA calculation (ωB97M-V/def2-TZVPD) on the molecule C5H6O3.

Its SMILES is O=C1O[C@H]2C[C@@H]1[C@H]2O. The calculation puts the highest occupied orbital energy at -9.9 eV. As for the LUMO energy: 0.7 eV. The orbital gap is 10.6 eV.

Each line ends with the natural charge from an NBO analysis.
Positions of all 14 atoms, in Å:
1 C 0.688 0.735 -0.099  0.102
2 C 0.417 -0.491 0.939  0.053
3 C 0.288 -1.282 -0.355  -0.424
4 C -0.432 -0.066 -0.925  -0.367
5 C -1.434 0.271 0.131  0.756
6 H -0.097 2.153 0.865  0.465
7 H 1.736 0.677 -0.600  0.191
8 H 0.995 -0.824 1.724  0.213
9 H -0.282 -2.301 -0.465  0.226
10 H 1.339 -1.521 -0.426  0.228
11 H -0.342 0.032 -1.984  0.249
12 O 0.673 2.097 0.133  -0.663
13 O -2.555 0.692 -0.139  -0.573
14 O -0.993 -0.171 1.202  -0.457

***

(two)
ORCA calculation (ωB97M-V/def2-TZVPD) on a cluster of 2 separate species, C5H6O3 in total.

Its SMILES is O=C1CC1.O=C=CO. The calculation puts the highest occupied orbital energy at -8.0 eV. As for the LUMO energy: 0.4 eV. The orbital gap is 8.4 eV.

Each line ends with the natural charge from an NBO analysis.
Positions of all 14 atoms, in Å:
1 C 1.997 -0.305 1.147  -0.126
2 C 1.526 -0.598 -0.047  0.554
3 C -0.970 1.208 -0.646  -0.486
4 C -1.668 -0.081 -1.130  -0.554
5 C -0.888 -0.108 0.026  0.625
6 O 1.528 -0.300 2.377  -0.660
7 O 1.270 -1.087 -1.112  -0.523
8 O -0.677 -0.871 0.951  -0.555
9 H 2.979 0.069 0.973  0.219
10 H -0.244 1.483 -1.302  0.243
11 H -1.485 2.016 -0.156  0.240
12 H -2.714 -0.299 -1.314  0.251
13 H -1.289 -0.450 -2.078  0.266
14 H 0.635 -0.676 2.311  0.507

***

Most stable one: (one), least stable one: (two).